i:
Entry from the OMol25 dataset: C5H6N2S in the gas phase (the ωB97M-V functional and the def2-TZVPD basis).

Atoms and positions in Å:
S1 -2.605 -0.393 0.194
C1 -1.595 0.896 -0.022
C2 -0.114 0.460 -0.146
N1 0.772 1.314 -0.257
N2 2.044 0.737 -0.163
C3 2.168 -0.305 0.964
C4 1.917 -0.951 -0.360
C5 0.402 -0.930 -0.520
H1 -1.905 1.915 -0.245
H2 1.451 -0.420 1.886
H3 3.159 -0.218 1.420
H4 2.535 -1.194 -1.235
H5 -0.082 -1.901 0.068
H6 0.132 -1.271 -1.561

Output
HOMO = -9.0 eV
SMILES = S=CC1=NN2C[C@H]2C1
Orbital gap = 7.93 eV

ii:
Entry from the OMol25 dataset: 2 unconnected molecules or ions with the total composition C5H6N2S (the ωB97M-V functional and the def2-TZVPD basis).

Atoms and positions in Å:
C1 1.517 0.906 0.237
C2 2.060 -0.345 0.349
C3 0.150 0.651 0.019
C4 -1.187 1.248 -0.042
C5 -1.155 -1.311 -0.171
N1 1.255 -1.304 0.099
N2 0.072 -0.691 0.114
S1 -2.389 -0.132 0.417
H1 1.934 1.807 0.568
H2 3.184 -0.567 0.388
H3 -1.116 2.186 0.674
H4 -1.631 1.509 -0.987
H5 -1.462 -1.562 -1.694
H6 -1.231 -2.393 0.031

Output
HOMO = -8.9 eV
Orbital gap = 9.49 eV

iii:
Entry from the OMol25 dataset: a molecular structure, C5H6N2S (the ωB97M-V functional and the def2-TZVPD basis).

Atoms and positions in Å:
C1 0.864 1.641 0.134
C2 0.458 0.249 0.036
C3 1.289 -0.943 0.070
C4 0.397 -2.135 0.140
C5 -2.071 0.380 -0.138
H1 2.069 1.348 -0.369
H2 0.858 1.842 1.316
H3 0.196 2.508 -0.289
H4 2.486 -0.877 -0.039
H5 0.698 -3.199 -0.382
H6 -1.957 1.476 -0.827
N1 -0.865 -1.731 0.047
N2 -0.839 -0.271 0.165
S1 -3.584 -0.289 0.135

Output
HOMO = -8.8 eV
Orbital gap = 8.23 eV

iv:
Entry from the OMol25 dataset: C5H6N2S in the gas phase (the ωB97M-V functional and the def2-TZVPD basis).

Atoms and positions in Å:
C1 -2.599 1.990 0.101
C2 -1.568 1.277 -0.169
C3 -0.465 0.323 -0.067
C4 0.873 0.885 0.009
C5 2.061 0.215 0.016
N1 2.167 -1.126 0.191
N2 -0.709 -0.915 0.103
S1 -2.421 -1.587 -0.069
H1 -3.675 2.273 0.579
H2 0.961 1.974 -0.175
H3 3.020 0.825 -0.359
H4 3.036 -1.595 -0.559
H5 1.368 -1.725 0.088
H6 -2.048 -2.813 0.310

Output
HOMO = -8.2 eV
SMILES = C#CC(/C=C\N)=N\S
Orbital gap = 8.45 eV

Relative stability in kJ/mol, measured from the most stable structure: i 142.4; ii 0.0; iii 122.9; iv 164.3

i:
Entry from the OMol25 dataset: 2 unconnected molecules or ions with the total composition C4H9NO2 (the ωB97M-V functional and the def2-TZVPD basis).

Atoms and positions in Å:
C1 -0.363 0.099 -0.978
C2 0.003 0.778 0.342
C3 -0.765 0.392 1.698
O1 -0.136 0.863 2.952
N1 -0.583 1.135 -2.057
C4 0.868 -0.958 -1.373
O2 0.834 -2.274 -0.685
H1 0.979 0.353 0.521
H2 -1.266 -0.566 -0.944
H3 1.775 -0.021 0.858
H4 0.115 1.869 0.305
H5 -0.704 -0.697 1.689
H6 -1.750 0.774 1.593
H7 -1.571 1.215 -2.304
H8 0.759 -1.096 -2.471
H9 1.704 -0.354 -1.116

Output
Charge = -2
HOMO = 1.2 eV
Orbital gap = 4.65 eV

ii:
Entry from the OMol25 dataset: a molecular structure, C4H9NO2 (the ωB97M-V functional and the def2-TZVPD basis).

Atoms and positions in Å:
C1 0.058 0.967 0.955
C2 -0.198 0.217 -0.421
C3 -1.292 -0.912 -0.496
O1 -2.593 -0.605 -0.794
N1 0.591 2.270 0.765
C4 1.079 -0.213 0.297
O2 1.581 -1.655 0.020
H1 2.561 0.312 -2.054
H2 -0.488 0.622 1.850
H3 2.325 1.076 -2.072
H4 -0.207 0.925 -1.237
H5 -0.863 -1.655 -1.112
H6 -1.186 -1.414 0.517
H7 0.836 2.730 1.688
H8 1.096 -1.047 1.167
H9 2.003 0.289 0.082

Output
Charge = -2
HOMO = 1.2 eV
Orbital gap = 5.95 eV

Relative stability in kJ/mol, measured from the most stable structure: i 110.1; ii 0.0

i:
Entry from the OMol25 dataset: CH5N3 in the gas phase (the ωB97M-V functional and the def2-TZVPD basis).

Atoms and positions in Å:
N1 -1.287 -0.545 -0.025
C1 -0.116 -0.133 -0.064
N2 1.211 -0.498 -0.096
N3 -0.016 1.171 0.056
H1 -1.335 -1.647 0.377
H2 1.196 -1.533 -0.251
H3 1.879 -0.382 0.882
H4 0.641 1.974 -0.279
H5 -1.048 1.492 0.120

Output
HOMO = -9.1 eV
SMILES = N=C(N)N
Orbital gap = 9.86 eV

ii:
Entry from the OMol25 dataset: CH5N3 in the gas phase (the ωB97M-V functional and the def2-TZVPD basis).

Atoms and positions in Å:
C1 0.895 0.955 0.702
N1 0.022 -0.176 0.392
N2 -0.540 -0.070 -0.717
N3 -1.321 -1.151 -0.851
H1 0.516 1.482 1.583
H2 0.969 1.673 -0.122
H3 1.900 0.587 0.926
H4 -1.409 -1.476 -1.808
H5 -1.031 -1.825 -0.106

Output
HOMO = -9.5 eV
SMILES = C/N=N/N
Orbital gap = 10.96 eV

Relative stability in kJ/mol, measured from the most stable structure: i 34.3; ii 0.0

i:
Entry from the OMol25 dataset: 2 unconnected molecules or ions with the total composition C3H6Cl2N (the ωB97M-V functional and the def2-TZVPD basis).

Atoms and positions in Å:
C1 1.686 0.460 -1.105
C2 0.458 0.643 -0.688
C3 0.008 -0.435 1.123
N1 -1.449 -0.528 0.682
Cl1 2.227 1.128 -2.743
Cl2 -0.875 1.572 -1.210
H1 2.285 -0.287 -0.504
H2 0.625 -1.267 0.897
H3 0.192 0.177 1.926
H4 -2.015 -0.769 1.479
H5 -1.541 -1.254 -0.125
H6 -1.600 0.562 0.270

Output
Charge = +1
HOMO = -14.0 eV
Orbital gap = 9.58 eV

ii:
Entry from the OMol25 dataset: 2 unconnected molecules or ions with the total composition C3H6Cl2N (the ωB97M-V functional and the def2-TZVPD basis).

Atoms and positions in Å:
C1 2.988 0.807 0.251
C2 2.134 -0.120 0.201
C3 -0.425 0.486 -0.225
N1 -0.890 -0.841 0.003
Cl1 4.676 0.533 -0.159
Cl2 2.228 -1.782 0.075
H1 2.957 1.851 0.529
H2 -0.610 1.248 0.636
H3 -0.434 0.801 -1.248
H4 -1.918 -0.775 -0.090
H5 -0.540 -1.090 1.022
H6 -0.495 -1.447 -0.741

Output
Charge = +1
HOMO (spin up / spin down) = -13.4 / -13.3 eV
Orbital gap (spin up / spin down) = 8.14 / 7.99 eV

Relative stability in kJ/mol, measured from the most stable structure: i 0.0; ii 120.3

i:
Entry from the OMol25 dataset: C3H5NO3S in the gas phase (the ωB97M-V functional and the def2-TZVPD basis).

Atoms and positions in Å:
C1 0.890 -0.368 -0.884
C2 1.452 0.697 0.002
C3 -0.344 -1.131 -0.623
N1 0.575 1.243 0.912
O1 2.633 0.995 -0.058
O2 1.597 -1.823 -2.937
O3 1.048 2.341 1.638
S1 2.043 -0.769 -2.021
H1 -1.196 -0.504 -0.141
H2 -0.096 -2.038 0.102
H3 -0.553 -1.702 -1.608
H4 -0.285 1.331 0.570
H5 2.054 2.293 1.411

Output
HOMO (spin up / spin down) = -9.5 / -9.5 eV
Orbital gap (spin up / spin down) = 8.54 / 8.54 eV

ii:
Entry from the OMol25 dataset: C3H5NO3S in the gas phase (the ωB97M-V functional and the def2-TZVPD basis).

Atoms and positions in Å:
S1 -3.239 -0.068 -0.327
C1 -1.660 -0.009 -0.118
N1 -0.760 -0.870 0.317
O1 0.284 -1.465 -0.537
C2 1.428 -0.626 -0.208
O2 1.194 0.739 -0.561
C3 0.233 1.351 0.205
O3 -0.965 1.072 -0.475
H1 -1.064 -1.889 0.746
H2 2.226 -0.756 -1.149
H3 1.617 -1.060 0.790
H4 0.426 2.438 0.105
H5 0.280 1.142 1.214

Output
HOMO = -8.9 eV
SMILES = S=C1NOCOCO1
Orbital gap = 8.95 eV

Relative stability in kJ/mol, measured from the most stable structure: i 0.0; ii 148.2

i:
Entry from the OMol25 dataset: 2 unconnected molecules or ions with the total composition C3H6ClOP (the ωB97M-V functional and the def2-TZVPD basis).

Atoms and positions in Å:
C1 -1.168 -1.876 0.556
P1 -0.427 -0.196 0.729
O1 -0.337 -0.079 -0.887
Cl1 -2.076 0.847 0.928
H1 -0.539 -2.429 -0.246
H2 -1.428 -2.518 1.369
H3 -2.047 -1.580 -0.136
H4 -1.037 -0.541 -1.317
C2 2.523 2.519 -0.594
C3 1.946 1.655 0.032
H5 3.238 3.248 -0.921
H6 1.351 0.949 0.487

Output
HOMO = -9.8 eV
SMILES = CP(O)Cl.C#C
Orbital gap = 10.64 eV

ii:
Entry from the OMol25 dataset: C3H6ClOP in the gas phase (the ωB97M-V functional and the def2-TZVPD basis).

Atoms and positions in Å:
C1 0.328 1.172 1.057
C2 -0.243 0.140 0.067
C3 0.833 -0.827 -0.087
P1 -1.788 0.529 -0.627
O1 -2.314 -0.751 -1.433
Cl1 -1.562 -1.697 -2.782
H1 1.233 1.657 0.625
H2 -0.358 2.017 1.438
H3 0.663 0.772 2.072
H4 1.593 -0.365 -0.638
H5 0.497 -1.644 -0.599
H6 1.117 -1.002 0.907

Output
HOMO (spin up / spin down) = -8.7 / -8.7 eV
SMILES = CC(C)=POCl
Orbital gap (spin up / spin down) = 7.40 / 7.40 eV

Relative stability in kJ/mol, measured from the most stable structure: i 0.0; ii 111.5